No. 1
C8H10 | ωB97M-V/def2-TZVPD

```
18
Properties=species:S:1:pos:R:3:forces:R:3:lowdin_charge:R:1
C 0.715142 -1.114411 -0.481487 0.6740 0.4696 0.1738 -0.40
C 1.387999 -2.103818 -0.899264 0.9535 -1.4077 -0.4465 0.26
C 0.878000 0.324164 -0.457848 1.9440 3.0462 -3.0419 -0.25
C 1.519483 1.039690 -1.433884 -1.2191 0.0404 1.5287 0.11
C -0.554923 -0.924019 0.215866 -2.6002 -0.2576 1.1741 -0.29
C -0.192529 0.615981 0.607806 0.1307 -1.7185 -1.0260 -0.20
C -1.699163 -0.767701 -0.736108 -1.7342 -1.4699 -0.0887 -0.09
C 0.455924 0.759792 1.970672 -3.3007 -3.2858 -0.4079 -0.04
H 1.379201 2.091000 -1.600632 -0.3068 0.6210 0.7816 0.05
H 2.168416 0.719143 -2.222875 0.1351 -1.2333 -0.0025 0.06
H -0.810145 -1.801011 0.856151 0.2283 1.2131 0.4994 0.16
H -1.045509 1.279484 0.279464 1.1953 -0.3621 0.7352 0.15
H -1.533498 -0.059781 -1.516830 0.2207 0.7507 -0.4017 0.08
H -2.595403 -0.494259 -0.142877 0.3742 0.0702 -0.4127 0.10
H -1.952210 -1.710032 -1.246203 0.1388 0.1347 0.1860 0.09
H 1.092717 -0.106802 2.030744 0.1494 -0.6350 0.5359 0.09
H -0.313639 0.743608 2.763479 0.6234 0.1390 -0.1847 0.10
H 1.100138 1.508974 2.013828 2.3935 3.8849 0.3980 0.03
```
Forces are in eV/Å.

Summary:
- Spin multiplicity: 1
- Total charge: 0
- Orbital gap: 8.7 eV
- Lowest unoccupied orbital energy: -0.0111 hartree
- Electronic energy: -310.59720 Ha

No. 2
C8H10 | ωB97M-V/def2-TZVPD

```
18
Properties=species:S:1:pos:R:3:forces:R:3:lowdin_charge:R:1
C -0.914150 1.317704 -0.674395 0.0806 -1.5896 -0.9861 -0.15
C -0.576959 1.337013 0.600454 1.1965 0.3947 5.2356 -0.14
C -0.612545 0.199613 1.446604 -1.7554 -0.9637 -0.5518 -0.08
C -1.201170 -1.007043 0.921347 -0.5992 0.8065 0.7404 -0.09
C -1.628675 -0.948966 -0.420043 1.0010 -1.5966 -0.2347 -0.11
C -1.309869 0.147585 -1.233371 -2.5200 -1.4627 -1.1455 -0.11
H -0.776255 2.114779 -1.283282 0.1981 2.5955 -1.6007 0.08
H -0.302208 2.285484 1.107841 0.0282 -0.6257 -0.5526 0.12
H -0.410983 0.299393 2.527287 0.1326 -0.1060 -0.7921 0.10
H -1.531947 -1.927925 1.548289 1.0720 1.8429 -0.9975 0.13
H -2.053270 -1.896245 -0.851268 0.2616 1.2406 0.2989 0.11
H -1.693605 0.190822 -2.277975 0.6103 -0.3926 0.7398 0.12
C 2.340403 0.263182 0.024733 0.0187 -0.6901 -0.0735 -0.11
C 1.824525 -0.825901 -0.575054 2.9198 -3.0110 3.5400 -0.10
H 2.522171 1.191734 -0.489321 -0.4952 0.4020 -0.1428 0.04
H 2.692324 0.273803 1.103239 -0.4560 -0.4018 -1.5475 0.08
H 1.508430 -1.174683 -1.536457 -0.1810 1.0811 -0.6417 0.03
H 2.123775 -1.840351 0.061365 -1.5126 2.4766 -1.2883 0.11
```
Forces are in eV/Å.

Summary:
- Spin multiplicity: 1
- Total charge: 0
- Orbital gap: 10.1 eV
- Lowest unoccupied orbital energy: 0.0409 hartree
- Electronic energy: -310.73486 Ha
- SMILES: c1ccccc1.C=C

No. 3
C8H10AgCl2N3O8 | ωB97M-V/def2-TZVPD

```
32
Properties=species:S:1:pos:R:3:forces:R:3:lowdin_charge:R:1
Ag -0.933944 0.708583 -0.684814 0.7943 -0.0409 -0.0185 0.75
N -3.922637 1.377780 -0.013525 -1.9124 -1.0823 -0.0776 -0.06
N -2.909848 1.681567 -0.932564 0.4253 -0.3886 -2.8519 -0.17
H -3.640054 1.758677 0.869322 0.4139 -0.4280 0.5109 0.03
H -3.937897 0.338213 -0.011962 0.0983 1.0796 0.6428 0.06
H -2.690846 2.658897 -0.892035 -0.2678 0.4546 -0.1484 0.05
H -3.244345 1.374908 -1.896178 0.4489 0.9241 1.6533 0.07
O -0.507112 3.190823 2.848037 0.4401 1.0654 1.0179 -0.34
Cl -0.810902 2.871527 1.507733 -0.5012 -6.7014 -0.8456 0.66
O -1.817401 3.675002 0.941198 -1.1393 2.1564 -0.5237 -0.36
O 0.349695 2.791787 0.654893 0.0255 1.1935 0.7050 -0.39
O -1.418089 1.415033 1.509606 1.2051 3.1775 1.1183 -0.49
C 1.215145 0.507435 -1.153704 0.5935 -1.7035 0.7705 -0.19
C 1.804452 -0.372239 -0.170430 0.2593 0.3197 0.0305 -0.29
C 1.779465 -1.819713 -0.340649 0.9284 0.5531 1.0184 -0.06
C 2.651172 -2.624121 0.391664 -1.6681 -0.0915 -0.5270 -0.09
C 3.372957 -2.158207 1.488310 1.2493 0.4665 0.3615 -0.32
C 3.275469 -0.794015 1.826139 0.5602 0.6277 0.0551 -0.09
C 2.521688 0.049319 1.042946 -0.5178 -0.2664 -0.5851 -0.06
C 4.326160 -2.967007 2.171874 0.2549 -1.3162 0.5524 -0.26
N 5.032981 -3.707771 2.739649 -0.6427 1.0450 -0.6747 0.06
H 0.952088 -0.039225 -2.058730 0.2611 0.2852 -0.1366 0.01
H 1.471479 1.554842 -1.267048 0.1830 -0.1445 0.3377 0.02
H 1.036072 -2.246095 -0.993464 0.1878 -0.1371 -0.4797 0.09
H 2.662276 -3.691800 0.204554 -0.0088 -0.0470 -0.1193 0.10
H 3.932504 -0.400356 2.659647 -1.1444 -0.4033 -0.8925 0.12
H 2.382757 1.063245 1.356159 0.1316 0.5723 -0.0334 0.08
O -2.780677 -2.625348 -2.828062 -0.6971 0.8782 -0.4362 -0.36
Cl -2.604586 -1.258988 -2.374951 0.7264 0.8289 -1.7747 0.66
O -1.243713 -0.833997 -2.677833 -0.8277 -0.3960 -1.0038 -0.42
O -3.573613 -0.259945 -2.943894 1.0625 -2.0884 0.0621 -0.40
O -2.730700 -1.218824 -0.971883 -0.9224 -0.3928 2.2923 -0.40
```
Forces are in eV/Å.

Summary:
- Spin multiplicity: 1
- Total charge: -2
- Orbital gap: 5.9 eV
- Lowest unoccupied orbital energy: 0.1944 hartree
- Electronic energy: -2143.87306 Ha

No. 4
C8H10AlN2 | ωB97M-V/def2-TZVPD

```
21
Properties=species:S:1:pos:R:3:forces:R:3:lowdin_charge:R:1
C 0.557083 1.383745 -0.930555 -0.2101 0.7687 -0.5962 -0.14
C -0.397907 1.059662 -1.957434 0.9960 1.6033 -1.9486 -0.23
C 0.343942 0.367370 -3.024895 1.2182 4.0579 -0.9498 -0.31
C 1.666122 0.091193 -2.490199 0.0301 1.3857 -0.6569 -0.19
C 1.783638 0.762490 -1.212994 -0.6455 0.2663 -1.6072 -0.12
Al 0.163003 -0.817939 -1.507021 -2.7443 -5.3470 2.3567 -0.11
N -0.806036 1.061570 1.833267 4.2889 0.0064 -1.9263 -0.10
C -1.890094 1.235017 2.576213 -4.1351 -0.5020 0.9224 -0.27
C -1.940863 0.293666 1.319670 -0.1029 0.9260 1.4652 -0.12
H 0.013594 0.128991 -4.035446 -0.1908 -0.4590 0.9110 0.10
H -1.403833 1.498595 -2.041935 0.7942 -0.6616 0.1589 0.10
H 2.487930 -0.358362 -3.041962 -0.3765 -0.0493 0.3235 0.11
H 2.711231 0.952325 -0.718651 0.2237 -0.4243 0.5316 0.10
H 0.387202 2.180648 -0.190016 -0.0581 -1.1865 0.0047 0.11
H -2.488057 0.731408 0.471032 0.8744 -0.3299 0.1752 0.08
H -2.345817 2.212260 2.472185 -0.5156 0.1067 0.3955 0.08
H 0.047464 0.793016 2.349972 -0.8239 -0.9571 -1.2341 0.13
H -2.054864 -0.791536 1.440167 0.3256 0.5896 0.1831 0.09
H -2.023822 0.717478 3.522577 0.0358 0.1500 0.1880 0.09
N 1.064545 -3.073550 0.579635 -1.1556 1.6416 -1.4836 -0.07
C 0.639144 -2.190287 -0.084011 2.1714 -1.5855 2.7869 -0.34
```
Forces are in eV/Å.

Summary:
- Spin multiplicity: 1
- Total charge: -1
- Orbital gap (alpha / beta): 3.5 / 3.5 eV
- Lowest unoccupied orbital energy (alpha / beta): 0.1205 / 0.1202 hartree
- Electronic energy: -662.60732 Ha

No. 5
C8H10AsBF4OPtS5 | ωB97M-V/def2-TZVPD

```
31
Properties=species:S:1:pos:R:3:forces:R:3:lowdin_charge:R:1
Pt -0.175464 0.463513 -0.747080 0.1030 0.1339 -0.5202 0.28
S -3.276220 0.062800 -4.213714 -0.0369 0.0085 -0.0676 -0.22
As -3.210198 0.280712 -2.135977 0.1469 -0.1275 0.2255 -0.52
S -1.693016 -1.105719 -1.152328 -0.1129 -0.0923 -0.1063 -0.02
S -1.761853 1.854431 -1.427174 -0.0655 0.1575 0.1463 -0.03
S -5.040636 0.354675 -1.100426 -0.0552 -0.0282 -0.0176 -0.17
F 2.051503 -0.113485 -0.556303 -0.0890 -0.0517 0.0759 -0.05
B 3.424246 -0.532506 -0.335332 0.1349 -0.1076 0.1356 -1.22
F 3.561497 -1.842972 -0.801955 -0.0198 0.0961 0.0216 0.10
F 3.674399 -0.473312 1.042804 -0.0297 -0.0102 -0.0659 0.09
F 4.264756 0.337195 -1.032687 -0.0749 -0.0424 0.0438 0.10
C -5.800059 1.532912 2.432032 0.0023 -0.0010 -0.0083 -0.07
C -4.323728 1.261213 2.496670 -0.0219 0.0188 0.0046 -0.29
C -3.404116 2.300827 2.553423 0.0004 -0.0029 -0.0066 -0.04
C -2.040261 2.054183 2.476835 0.0275 0.0144 0.0032 -0.08
C -1.597909 0.750964 2.366272 -0.0028 -0.0343 -0.0479 -0.43
C -2.495936 -0.304713 2.313624 0.0149 0.0022 -0.0325 -0.11
C -3.851831 -0.044708 2.385516 0.0049 -0.0145 -0.0057 -0.06
S 0.145807 0.438407 2.102456 0.0682 0.0626 0.3538 0.81
C 0.550517 0.112246 3.844646 0.0559 -0.0310 -0.0395 -0.24
O 0.789278 1.757256 1.831985 -0.0158 0.0347 -0.0456 -0.54
H -6.029690 2.557394 2.729628 0.0031 -0.0028 0.0038 0.07
H -6.362396 0.850773 3.073616 0.0035 -0.0007 -0.0066 0.07
H -6.138941 1.387896 1.402441 0.0087 0.0048 0.0159 0.03
H -3.761920 3.323936 2.599384 0.0048 -0.0086 0.0018 0.10
H -1.314119 2.857179 2.441689 -0.0094 -0.0032 0.0007 0.11
H -2.139950 -1.312481 2.135469 -0.0003 -0.0034 0.0003 0.10
H -4.559818 -0.857309 2.273644 0.0071 0.0074 0.0013 0.11
H 0.301007 0.993249 4.435838 -0.0171 0.0101 -0.0292 0.05
H 1.622641 -0.083372 3.877058 -0.0333 0.0000 -0.0144 0.04
H -0.007021 -0.759234 4.189848 -0.0016 0.0111 -0.0204 0.05
```
Forces are in eV/Å.

Summary:
- Spin multiplicity: 1
- Total charge: -2
- Orbital gap: 6.3 eV
- Lowest unoccupied orbital energy: 0.1619 hartree
- Electronic energy: -5156.78418 Ha

No. 6
C8H10AuCl3GeN2O2S2 | ωB97M-V/def2-TZVPD

```
29
Properties=species:S:1:pos:R:3:forces:R:3:mulliken_spin:R:1
Au -0.112670 0.344069 0.437700 -0.3360 0.3125 0.2128 -0.01
C 2.606258 1.697036 0.072422 0.0333 0.0257 0.0196 0.00
O 1.529667 1.166530 -0.731428 0.0614 -0.0362 -0.0065 0.00
C 1.974484 0.426598 -1.894618 0.0293 -0.1061 -0.0192 0.00
C 2.109677 -1.043629 -1.574814 -0.0602 0.1128 0.0015 0.00
O 0.832363 -1.449215 -1.128399 -0.0647 -0.1802 0.0541 0.00
C 0.739878 -2.834340 -0.794511 0.0584 -0.0030 -0.0104 0.00
H 3.230210 2.328696 -0.557323 -0.0083 -0.0034 -0.0079 0.00
H 3.199737 0.891528 0.506928 -0.0066 -0.0068 -0.0017 0.00
H 2.154886 2.300595 0.855277 -0.0071 -0.0059 0.0014 0.00
H 2.917950 0.853063 -2.233526 -0.0136 0.0242 0.0019 0.00
H 1.211977 0.583351 -2.656793 -0.0171 -0.0104 0.0143 0.00
H 2.865392 -1.225513 -0.800352 0.0037 0.0004 -0.0018 0.00
H 2.401531 -1.590457 -2.476771 0.0087 0.0140 -0.0047 0.00
H 0.980429 -3.449359 -1.663209 0.0008 -0.0009 0.0012 0.00
H -0.288730 -3.023010 -0.496053 0.0004 0.0045 0.0013 0.00
H 1.419220 -3.081713 0.026194 -0.0043 -0.0005 0.0045 0.00
S 0.829463 -0.498447 2.622568 -0.0746 -0.0105 -0.0293 0.65
C -0.718256 -1.293229 2.669422 0.1103 -0.0446 0.0368 0.01
S -1.776920 -0.087500 1.968396 0.2312 -0.0037 -0.2562 0.32
C -1.035709 -2.497129 3.169335 -0.0287 0.0283 0.0036 -0.03
C -2.386338 -2.972070 3.119548 0.0951 -0.1013 0.0862 0.00
N -3.467168 -3.357022 3.073250 -0.0246 0.0664 -0.0483 -0.01
C 0.003758 -3.318409 3.715055 -0.1058 -0.1069 -0.0714 -0.01
N 0.869793 -3.971276 4.093274 0.0381 0.0655 0.0293 0.00
Cl -2.092154 -0.279911 -2.534426 -0.0282 0.0511 0.0047 0.01
Ge -1.802964 1.254885 -1.112165 0.1341 -0.0480 -0.0425 0.05
Cl -0.908577 2.964175 -1.976929 -0.0037 -0.0235 -0.0227 0.01
Cl -3.604823 1.797251 -0.169936 -0.0212 -0.0136 0.0496 0.01
```
Forces are in eV/Å.

Summary:
- Spin multiplicity: 2
- Total charge: +1
- Orbital gap (alpha / beta): 7.1 / 5.4 eV
- Lowest unoccupied orbital energy (alpha / beta): -0.2184 / -0.2737 hartree
- Electronic energy: -4960.14115 Ha

Sequential F_max output: 4.724 5.488 6.773 6.456 0.547 0.506 eV/A